Here is 3 unconnected molecules or ions with the total composition C5H14N2O at a distorted geometry from the OMol25 dataset. Energies are from wB97M-V/def2-TZVPD.

Geometry (Å):
H  1.26  -0.92  1.21
H  3.51  0.09  1.53
H  2.29  1.32  1.86
C  -1.53  0.51  -1.57
C  2.71  0.69  1.09
H  -0.94  -1.70  0.25
H  -2.58  0.26  -1.49
H  -1.32  1.38  -2.18
C  -0.90  -1.80  -0.84
H  -0.14  -2.54  -1.09
H  3.15  1.34  0.33
C  -0.60  -0.49  -1.47
N  -1.89  0.60  1.20
O  -0.29  1.89  0.47
H  0.35  -0.37  -1.97
H  -2.88  0.41  1.19
H  0.77  0.54  0.27
H  2.04  -0.77  -0.36
N  -1.46  1.47  0.26
C  1.64  -0.20  0.47
H  -1.29  0.47  2.02
H  -1.88  -2.18  -1.17

Values from the calculation:
**Energy above the lowest of the compared OMol25 structures with the same formula, charge and spin**: 133.4 kcal/mol
**Highest occupied orbital energy**: -8.24 eV
**Total charge**: 0
**Lowest unoccupied orbital energy**: 0.35 eV
**Structure (SMILES)**: C=CC.NN=O.CC

These are the natural (NBO) partial charges, in e, on atoms 1 to 6: 0.187 0.194 0.201 -0.390 -0.602 0.215

Here is a single C5H14N2O molecule at a distorted geometry from the OMol25 dataset. Energies are from wB97M-V/def2-TZVPD.

Geometry (Å):
H  2.96  1.51  0.79
H  -3.64  -1.87  -0.35
N  1.37  2.82  0.31
H  0.34  0.39  1.69
H  -2.02  -0.02  -0.21
H  0.16  1.27  -0.72
O  -2.22  -2.88  -1.37
H  0.57  3.24  0.72
H  2.21  3.42  0.35
C  1.98  1.68  1.19
H  0.16  -1.78  -0.32
H  1.91  -0.45  1.11
C  -0.33  -0.89  -0.74
H  -0.52  -0.86  -1.90
H  -2.15  -3.01  0.45
N  -1.59  -1.00  -0.02
H  -2.19  -2.31  -2.11
C  1.26  0.35  0.87
C  0.61  0.30  -0.47
H  1.45  0.33  -1.23
C  -2.51  -2.09  -0.25
H  2.18  1.84  2.23

Values from the calculation:
**Energy above the lowest of the compared OMol25 structures with the same formula, charge and spin**: 94.4 kcal/mol
**Highest occupied orbital energy**: -8.76 eV
**Total charge**: 0
**Lowest unoccupied orbital energy**: 0.96 eV
**Structure (SMILES)**: NCCCCNCO

These are the natural (NBO) partial charges, in e, on atoms 1 to 6: 0.173 0.180 -0.851 0.181 0.346 0.230

Here is a molecular structure, C5H14N2O at a distorted geometry from the OMol25 dataset. Energies are from wB97M-V/def2-TZVPD.

Geometry (Å):
H  -3.76  -1.52  0.26
C  2.53  -1.12  1.26
C  -1.67  0.77  -0.28
H  -2.98  -0.56  1.58
C  -1.93  -0.57  -0.28
H  -1.63  -1.24  -1.12
H  -1.42  1.25  -2.28
H  -0.57  2.24  -1.16
C  1.80  0.77  -0.04
H  -1.81  1.29  0.67
O  1.47  0.07  -1.23
H  0.79  0.95  -0.84
H  1.50  1.80  0.27
N  -1.32  1.57  -1.35
H  2.17  -2.04  1.62
H  -2.39  -2.18  1.16
H  2.88  0.83  0.05
H  3.27  -0.71  1.97
H  3.06  -1.30  0.28
H  0.75  -0.74  0.53
C  -2.80  -1.22  0.78
N  1.43  -0.20  1.10

Values from the calculation:
**Energy above the lowest of the compared OMol25 structures with the same formula, charge and spin**: 137.9 kcal/mol
**Highest occupied orbital energy**: -8.17 eV
**Total charge**: 0
**Lowest unoccupied orbital energy**: 0.87 eV

These are the natural (NBO) partial charges, in e, on atoms 1 to 6: 0.212 -0.422 -0.034 0.210 -0.269 0.199

Here is 2 unconnected molecules or ions with the total composition C5H14N2O at a distorted geometry from the OMol25 dataset. Energies are from wB97M-V/def2-TZVPD.

Geometry (Å):
H  -0.90  -3.01  -1.98
H  2.06  1.18  2.65
H  -0.04  1.58  -1.75
C  -1.71  -1.08  0.53
H  -2.59  -0.48  0.77
C  0.76  2.04  -1.16
H  -2.01  -2.13  0.52
H  1.61  -0.38  1.91
H  -1.84  -0.57  -1.41
H  1.63  2.18  -1.82
H  0.19  2.29  1.34
H  -0.95  -0.97  1.30
H  0.50  0.46  3.00
C  0.04  -1.44  -1.29
O  -0.21  -2.82  -1.33
N  1.14  1.15  -0.11
H  0.91  -1.30  -0.66
N  -1.11  -0.58  -0.70
C  0.63  1.31  1.06
H  0.23  -1.04  -2.30
C  1.25  0.60  2.22
H  0.43  3.03  -0.80

Values from the calculation:
**Energy above the lowest of the compared OMol25 structures with the same formula, charge and spin**: 67.3 kcal/mol
**Highest occupied orbital energy**: -8.93 eV
**Total charge**: 0
**Lowest unoccupied orbital energy**: 0.84 eV
**Structure (SMILES)**: C/C=N/C.CNCO

These are the natural (NBO) partial charges, in e, on atoms 1 to 6: 0.462 0.228 0.215 -0.419 0.198 -0.441

Here is 2 unconnected molecules or ions with the total composition C5H14N2O at a distorted geometry from the OMol25 dataset. Energies are from wB97M-V/def2-TZVPD.

Geometry (Å):
C  -1.10  -1.01  0.10
C  -1.74  1.51  0.44
H  -0.63  -2.30  1.75
H  -1.24  -1.73  -1.78
H  -1.16  0.07  1.99
C  -1.15  0.21  0.91
C  3.09  0.95  -1.02
H  -0.55  -3.07  0.16
H  2.28  1.14  -1.74
H  -1.35  2.33  1.04
N  -1.68  -1.04  -1.19
N  2.70  1.07  0.37
H  -2.12  -2.71  0.88
H  3.46  -0.06  -1.20
O  0.12  -0.18  0.33
H  -1.50  1.71  -0.60
H  -2.82  1.48  0.55
H  1.84  0.46  0.55
H  -1.65  -0.14  -1.65
C  -1.10  -2.36  0.77
H  2.40  2.02  0.56
H  3.90  1.65  -1.23

Values from the calculation:
**Energy above the lowest of the compared OMol25 structures with the same formula, charge and spin**: 53.0 kcal/mol
**Highest occupied orbital energy**: -8.51 eV
**Total charge**: 0
**Lowest unoccupied orbital energy**: 0.89 eV
**Structure (SMILES)**: C[C@@H]1O[C@]1(C)N.CN

These are the natural (NBO) partial charges, in e, on atoms 1 to 6: 0.358 -0.637 0.225 0.371 0.180 0.057

Here is a gas-phase ion, C5H14N2O (charge +1) at a distorted geometry from the OMol25 dataset. Energies are from wB97M-V/def2-TZVPD.

Geometry (Å):
C  1.15  -0.66  -0.01
N  -3.29  1.10  1.09
C  0.62  -0.81  -1.45
H  1.11  0.84  1.55
H  3.04  -1.21  0.67
H  0.36  0.16  -1.84
H  2.93  -1.03  -0.97
C  -1.95  1.00  0.47
C  -0.88  0.28  1.03
H  1.49  -1.47  -3.15
O  1.73  -1.29  -2.24
H  -3.43  1.91  1.72
N  2.65  -0.63  -0.07
H  -1.82  1.73  -0.31
H  -0.25  -1.47  -1.50
H  0.61  1.46  0.03
H  -4.00  0.99  0.38
H  -3.42  0.25  1.64
C  0.53  0.57  0.64
H  -1.07  -0.48  1.79
H  0.86  -1.53  0.56
H  3.04  0.31  -0.02

Values from the calculation:
**Energy above the lowest of the compared OMol25 structures with the same formula, charge and spin**: 55.2 kcal/mol
**Highest occupied orbital energy (alpha / beta)**: -7.41 / -11.34 eV
**Total charge**: +1
**Multiplicity**: 2
**Lowest unoccupied orbital energy (alpha / beta)**: -2.76 / -2.79 eV

These are the natural (NBO) partial charges, in e, on atoms 1 to 6: -0.072 -0.687 -0.072 0.199 0.438 0.183

Here is 2 unconnected molecules or ions with the total composition C5H14N2O2 at a distorted geometry from the OMol25 dataset. Energies are from wB97M-V/def2-TZVPD.

Geometry (Å):
C  -0.85  0.08  1.61
C  0.33  -0.99  -1.61
H  0.98  -3.01  -1.25
H  -1.70  1.74  -1.39
H  0.33  -2.21  0.17
H  1.73  0.49  -1.80
H  -1.37  -0.58  0.91
N  1.54  -0.32  -1.22
H  -0.77  -2.77  -1.12
O  -2.10  -0.70  -1.59
H  1.50  -0.02  -0.25
N  -0.86  1.18  -1.45
H  0.38  -1.17  -2.69
H  -0.03  1.57  -1.01
H  0.87  1.27  3.11
O  0.31  1.02  1.14
H  -1.61  0.75  2.03
C  -1.02  -0.16  -1.46
C  0.20  -2.33  -0.90
H  -0.36  -0.58  2.32
H  0.03  2.66  2.38
C  0.75  1.84  2.18
H  1.71  2.26  1.89

Values from the calculation:
**Energy above the lowest of the compared OMol25 structures with the same formula, charge and spin**: 39.8 kcal/mol
**Highest occupied orbital energy**: -8.65 eV
**Total charge**: 0
**Lowest unoccupied orbital energy**: 0.76 eV
**Structure (SMILES)**: C[C@H](N)C(N)=O.COC

These are the natural (NBO) partial charges, in e, on atoms 1 to 6: -0.274 -0.138 0.217 0.393 0.194 0.355

Here is 2 unconnected molecules or ions with the total composition C5H14N2O2 at a distorted geometry from the OMol25 dataset. Energies are from wB97M-V/def2-TZVPD.

Geometry (Å):
H  0.90  -0.18  0.97
H  2.92  2.37  0.02
H  -2.10  -0.62  0.67
H  2.22  -1.73  -0.52
H  -1.19  -0.32  2.07
H  -2.54  1.41  -0.86
H  1.83  -1.71  -2.07
N  1.60  -1.24  -1.18
H  1.91  2.75  -1.04
C  0.02  -0.15  0.31
H  -1.66  1.98  1.91
C  -1.30  0.02  1.04
H  -2.56  3.02  0.08
H  -0.50  -1.30  -1.43
C  -2.27  1.97  0.02
H  0.28  0.70  -0.31
O  2.10  2.06  -0.39
C  0.21  -1.38  -0.61
H  1.95  -0.27  -1.19
C  0.04  -2.67  0.22
H  0.87  -3.40  0.27
N  -1.81  1.42  1.07
O  -0.91  -2.75  0.94

Values from the calculation:
**Energy above the lowest of the compared OMol25 structures with the same formula, charge and spin**: 3.2 kcal/mol
**Highest occupied orbital energy**: -17.88 eV
**Total charge**: +2
**Lowest unoccupied orbital energy**: -8.30 eV

These are the natural (NBO) partial charges, in e, on atoms 1 to 6: 0.238 0.507 0.270 0.443 0.272 0.232

Here is 3 unconnected molecules or ions with the total composition C5H14N2O3 at a distorted geometry from the OMol25 dataset. Energies are from wB97M-V/def2-TZVPD.

Geometry (Å):
H  -0.32  -0.06  2.67
C  -1.00  -1.49  1.21
N  1.46  1.47  0.62
H  1.71  2.06  1.41
C  1.39  -0.73  -0.32
H  -0.36  -2.36  1.19
C  -0.37  -0.12  1.57
H  -2.90  -0.74  0.73
H  -0.93  0.77  1.31
H  -2.42  2.96  -1.15
O  -1.87  3.28  -0.43
H  -0.04  -0.24  -1.99
O  -0.99  -0.32  -2.15
H  -1.12  3.87  -0.62
H  0.62  1.86  0.20
H  -2.62  -2.62  0.81
H  -0.94  -1.22  -2.50
N  2.07  -0.13  -1.34
O  1.10  -1.90  -0.45
C  -2.32  -1.60  1.06
H  2.50  0.78  -1.24
H  2.32  -0.57  -2.20
C  1.17  0.11  1.03
H  1.81  -0.33  1.76

Values from the calculation:
**Energy above the lowest of the compared OMol25 structures with the same formula, charge and spin**: 21.8 kcal/mol
**Highest occupied orbital energy (alpha / beta)**: 0.95 / -5.80 eV
**Total charge**: -1
**Multiplicity**: 2
**Lowest unoccupied orbital energy (alpha / beta)**: 3.59 / 3.50 eV

These are the natural (NBO) partial charges, in e, on atoms 1 to 6: 0.200 -0.134 -1.005 0.345 0.629 0.217

Here is a single C5H14N2O3S molecule at a distorted geometry from the OMol25 dataset. Energies are from wB97M-V/def2-TZVPD.

Geometry (Å):
H  4.47  -0.36  -0.04
H  -3.45  2.48  -0.15
H  0.22  -1.19  -0.65
H  -1.94  2.22  -1.00
O  2.35  1.65  0.61
H  -1.47  1.21  1.62
H  3.84  -1.21  -1.33
C  -1.43  0.40  0.77
O  1.25  0.56  -1.31
H  -0.64  0.79  0.13
C  -2.67  0.42  -0.07
H  -3.56  1.70  -1.52
N  -0.87  -0.85  1.21
H  0.95  -3.19  0.21
H  1.77  -0.67  1.78
H  -3.55  0.21  0.56
H  -1.63  -1.53  1.55
H  -2.84  -0.35  -0.85
C  3.70  -0.27  -0.82
S  2.15  0.45  -0.20
O  0.29  -2.65  0.65
N  1.52  -0.71  0.79
H  4.23  0.44  -1.60
C  -2.89  1.77  -0.76
C  0.18  -1.36  0.41

Values from the calculation:
**Energy above the lowest of the compared OMol25 structures with the same formula, charge and spin**: 10.1 kcal/mol
**Highest occupied orbital energy**: -9.07 eV
**Total charge**: 0
**Lowest unoccupied orbital energy**: 0.43 eV
**Structure (SMILES)**: CCCN[C@H](O)NS(C)(=O)=O

These are the natural (NBO) partial charges, in e, on atoms 1 to 6: 0.247 0.200 0.168 0.212 -0.921 0.189